Record 1
125
Properties=species:S:1:pos:R:3:forces:R:3 method="wB97M-V/def2-TZVPD" charge=-2 e_homo_ev=-1.4 orbital_gap_ev=5.182
Pb 1.071 0.413 0.018 -0.2 -0.3 0.4
O 3.274 -0.450 0.570 -0.1 0.4 0.0
C 4.469 -0.349 0.149 0.1 -0.1 0.0
C 5.484 -1.138 0.792 0.0 0.0 0.0
C 6.786 -1.179 0.364 0.0 0.1 -0.1
C 7.205 -0.412 -0.737 0.0 -0.1 0.1
C 6.266 0.384 -1.357 0.0 0.0 0.0
C 4.918 0.448 -0.964 0.0 0.1 0.0
C 4.085 1.297 -1.806 0.2 -0.2 0.1
N 2.820 1.456 -1.769 -0.3 0.1 -0.2
N 2.380 2.167 -2.898 0.6 0.2 0.1
C 1.170 2.546 -2.896 -0.2 -0.2 -0.2
O 0.414 2.473 -1.782 -0.4 0.2 0.0
C 0.638 3.226 -4.117 0.1 0.0 0.2
C 1.366 3.159 -5.304 0.0 -0.1 0.0
C 0.946 3.842 -6.433 0.0 0.0 0.0
C -0.218 4.605 -6.399 0.0 -0.1 0.0
C -0.953 4.666 -5.226 0.0 0.0 0.0
C -0.529 3.983 -4.091 -0.1 0.1 0.0
H 5.153 -1.725 1.641 0.0 0.0 0.0
H 7.501 -1.811 0.882 0.0 0.0 0.0
H 8.228 -0.445 -1.090 0.0 0.0 0.0
H 6.569 0.992 -2.205 0.0 0.0 0.0
H 4.619 1.822 -2.602 0.0 -0.1 -0.1
H 2.267 2.559 -5.315 0.0 0.0 0.0
H 1.528 3.779 -7.346 0.0 0.0 0.0
H -0.549 5.141 -7.281 0.0 0.0 0.0
H -1.866 5.247 -5.185 0.0 0.0 0.0
H -1.118 4.037 -3.185 0.1 0.0 0.0
C -2.607 2.773 6.959 0.0 0.0 0.0
C -1.091 2.774 6.712 0.0 -0.1 0.0
C -0.635 4.227 6.589 0.0 0.0 0.0
C -0.390 2.158 7.932 0.0 0.0 0.0
C -0.763 1.963 5.456 0.1 0.0 -0.1
C -0.081 2.493 4.360 0.0 -0.1 0.0
C 0.203 1.733 3.232 0.0 0.0 0.0
Se 1.139 2.580 1.784 0.0 0.1 0.0
C -0.924 2.041 -1.885 0.0 -0.1 -0.1
C -1.830 2.599 -1.016 0.1 0.0 0.1
C -3.141 2.135 -0.994 -0.1 -0.1 0.0
C -3.467 1.127 -1.907 0.0 0.0 -0.1
C -2.557 0.532 -2.778 -0.1 0.1 0.1
C -1.185 0.951 -2.757 0.2 -0.2 -0.1
O -0.228 0.419 -3.422 -0.2 0.1 0.1
C -2.949 -0.643 -3.674 0.1 0.1 0.0
C -2.526 -0.371 -5.127 0.0 0.0 0.0
C -2.225 -1.901 -3.164 0.1 0.0 0.0
C -4.453 -0.912 -3.670 0.0 0.0 0.0
C -4.171 2.665 0.004 0.0 0.0 0.0
C -5.149 3.613 -0.704 0.0 0.0 0.0
C -3.492 3.419 1.153 0.0 0.0 0.0
C -4.967 1.503 0.621 0.0 0.0 0.0
C -0.199 0.366 3.133 0.0 0.0 0.1
O 0.023 -0.327 2.057 0.2 0.1 -0.2
C -0.860 -0.190 4.270 0.0 0.0 0.0
C -1.126 0.624 5.372 0.0 0.0 0.0
C -1.324 -1.661 4.374 0.0 0.1 -0.1
C -2.854 -1.700 4.538 0.0 0.0 0.0
C -0.982 -2.542 3.165 0.0 0.0 0.0
C -0.669 -2.314 5.602 0.0 0.0 0.0
H -2.856 3.352 7.857 0.0 0.0 0.0
H -3.130 3.210 6.104 0.0 0.0 0.0
H -2.983 1.756 7.095 0.0 0.0 0.0
H -0.877 4.770 7.508 0.0 0.0 0.0
H 0.444 4.291 6.427 0.0 0.0 0.0
H -1.131 4.728 5.753 0.0 0.0 0.0
H -0.625 2.720 8.845 0.0 0.0 0.0
H -0.701 1.120 8.078 0.0 0.0 0.0
H 0.693 2.164 7.786 0.0 0.0 0.0
H 0.246 3.526 4.353 0.0 0.0 0.0
H -1.470 3.359 -0.335 0.0 0.0 0.0
H -4.492 0.777 -1.926 0.0 0.0 0.0
H -1.460 -0.149 -5.169 0.0 0.0 0.0
H -2.744 -1.246 -5.752 0.0 0.1 0.0
H -3.078 0.486 -5.528 0.0 0.0 0.0
H -1.145 -1.744 -3.213 -0.1 0.0 0.0
H -2.496 -2.100 -2.122 0.0 0.0 0.0
H -2.492 -2.775 -3.772 0.0 0.0 0.0
H -5.015 -0.029 -3.990 0.0 0.0 0.0
H -4.673 -1.729 -4.365 0.0 0.0 0.0
H -4.814 -1.210 -2.680 0.0 0.0 0.0
H -4.612 4.465 -1.130 0.0 0.0 0.0
H -5.663 3.096 -1.520 0.0 0.0 0.0
H -5.904 3.993 -0.004 0.0 0.0 0.0
H -3.039 4.353 0.809 0.0 -0.1 0.0
H -4.232 3.670 1.920 0.0 0.0 0.0
H -2.706 2.814 1.613 -0.1 0.1 0.0
H -5.609 1.014 -0.116 0.1 0.0 0.0
H -4.288 0.753 1.033 0.0 0.0 0.0
H -5.610 1.872 1.428 0.0 0.0 0.0
H -1.655 0.184 6.214 0.0 0.0 0.0
H -3.333 -1.251 3.665 0.0 0.0 0.0
H -3.203 -2.736 4.631 0.0 0.0 0.0
H -3.182 -1.149 5.422 0.0 0.0 0.0
H -1.430 -2.158 2.250 0.0 0.0 0.0
H 0.093 -2.591 2.994 0.0 0.0 0.0
H -1.362 -3.554 3.360 0.0 0.0 0.0
H -0.965 -1.824 6.533 0.0 0.0 0.0
H -0.954 -3.371 5.668 0.0 0.0 0.0
H 0.419 -2.251 5.522 0.0 0.0 0.0
N 1.883 -1.851 -1.655 0.0 0.1 0.0
S 2.910 -2.901 -1.150 0.0 -0.2 0.0
C 3.960 -3.463 -2.506 0.0 0.1 -0.1
C 3.450 -4.132 -3.611 0.0 -0.1 -0.1
C 4.265 -4.356 -4.708 0.0 0.0 0.0
C 5.583 -3.906 -4.702 -0.1 0.0 0.0
C 6.083 -3.230 -3.601 0.0 0.0 0.0
C 5.269 -3.003 -2.495 0.1 0.0 0.1
C 2.059 -4.471 -0.817 0.0 0.0 -0.1
C 0.705 -4.381 -0.538 -0.1 -0.1 0.0
C -0.010 -5.535 -0.237 0.1 0.0 0.0
C 0.632 -6.765 -0.211 0.0 0.0 0.0
C 1.998 -6.844 -0.469 0.0 0.0 0.0
C 2.716 -5.696 -0.768 0.0 0.0 0.0
H 1.325 -2.118 -2.467 0.1 -0.1 0.0
H 2.420 -4.473 -3.611 0.0 0.0 0.0
H 3.871 -4.872 -5.576 0.0 0.0 0.0
H 6.214 -4.075 -5.567 0.0 0.0 0.0
H 7.102 -2.861 -3.601 0.0 0.0 0.0
H 5.641 -2.450 -1.634 0.0 0.0 -0.1
H 0.227 -3.407 -0.553 0.0 0.0 0.0
H -1.069 -5.466 -0.018 0.0 0.0 0.0
H 0.072 -7.665 0.015 0.0 0.0 0.0
H 2.501 -7.804 -0.441 0.0 0.0 0.0
H 3.780 -5.752 -0.968 0.0 0.0 0.0



Record 2
135
Properties=species:S:1:pos:R:3:forces:R:3 method="wB97M-V/def2-TZVPD" charge=-1 e_homo_ev=-3.7 orbital_gap_ev=5.113
C 7.652 -2.311 0.458 -0.8 0.7 0.2
C 7.112 -0.847 0.068 -0.1 2.6 -1.3
C 8.030 0.374 0.352 -4.1 0.9 -1.9
C 7.456 1.795 -0.042 -1.6 -3.3 -0.7
C 6.058 1.992 -0.728 1.4 -2.2 -0.3
C 5.609 3.482 -1.066 1.0 0.5 1.4
C 6.773 4.324 -1.835 -0.4 -0.1 0.2
C 5.426 4.243 0.378 -0.1 0.0 -0.3
C 5.141 0.760 -1.049 3.6 -0.9 0.4
O 3.868 0.823 -1.665 3.2 0.2 1.5
C 4.044 1.275 -3.054 1.8 1.5 -0.1
P 3.231 0.192 -4.404 0.3 -0.8 -0.7
C 4.135 -1.415 -3.837 0.3 -1.8 0.0
C 1.699 -0.243 -3.344 -2.1 -0.7 0.2
C 0.664 -1.246 -4.116 0.0 0.2 1.2
C -0.850 -1.153 -3.564 0.8 -1.3 0.1
C -0.978 -0.855 -1.994 -1.7 0.9 -0.7
C -2.557 -1.051 -1.622 0.3 -0.9 -0.1
C -2.824 -2.493 -0.901 -0.7 0.7 0.2
C -3.992 -2.393 0.201 -0.1 -0.6 -0.4
C -5.400 -1.852 -0.369 0.0 0.1 0.7
C -5.663 -0.289 -0.119 -1.0 -0.3 -0.4
C -7.229 0.021 -0.370 0.9 0.5 0.7
C -7.486 1.558 0.104 -1.6 -0.9 -0.8
C -8.265 2.356 -1.075 0.4 -0.4 0.8
N -7.462 3.457 -1.683 -0.4 2.0 -1.2
C -8.255 4.378 -2.482 4.1 1.7 -0.3
C -7.329 5.482 -3.040 0.3 -4.8 3.1
C -5.932 5.063 -2.480 -2.3 -1.6 0.7
C -6.054 3.788 -1.609 -2.2 3.4 -2.9
C 5.713 -0.651 -0.611 2.5 1.8 -0.6
H 7.275 -2.518 1.526 0.6 0.1 -1.5
H 7.223 -3.142 -0.221 0.9 1.7 1.0
H 8.800 -2.347 0.490 -1.8 0.1 -0.2
H 9.073 0.272 0.822 -1.9 0.1 -0.8
H 8.123 2.696 0.192 -1.3 -1.4 -0.5
H 4.602 3.563 -1.593 1.6 -0.5 0.5
H 6.490 5.433 -1.848 0.3 -1.7 0.0
H 6.917 3.990 -2.920 -0.1 0.3 1.6
H 7.761 4.252 -1.238 -1.6 0.0 -1.1
H 5.790 3.585 1.245 -0.6 1.0 -1.3
H 4.309 4.487 0.518 1.8 -0.2 0.0
H 6.064 5.202 0.367 -1.2 -1.3 0.2
H 5.187 1.255 -3.257 -1.8 0.0 0.1
H 3.753 2.393 -3.134 0.1 -1.7 0.1
H 2.630 1.407 -4.943 -0.5 0.3 0.0
H 4.406 0.463 -5.246 0.2 0.4 -0.1
H 2.694 -0.557 -5.521 -0.2 0.0 -0.3
H 3.961 -1.687 -2.739 0.6 0.3 -1.3
H 3.657 -2.274 -4.454 0.7 1.3 1.0
H 5.245 -1.413 -4.140 -1.4 0.1 0.8
H 1.947 -0.803 -2.362 -0.4 1.4 -1.4
H 1.133 0.742 -3.164 0.8 -1.3 0.1
H 0.621 -1.062 -5.241 0.4 -0.4 1.5
H 1.035 -2.307 -3.851 -0.5 1.5 -0.9
H -1.453 -0.435 -4.215 0.7 -0.6 1.2
H -1.318 -2.202 -3.734 0.5 1.6 0.2
H -0.730 0.257 -1.812 -0.1 -1.9 -0.1
H -0.336 -1.530 -1.328 -0.8 1.0 -1.1
H -3.162 -1.070 -2.610 0.9 0.3 1.6
H -2.956 -0.189 -0.983 0.7 -1.3 -0.7
H -1.857 -2.861 -0.392 -1.5 0.4 -0.9
H -3.191 -3.253 -1.692 0.9 1.1 1.2
H -3.659 -1.752 1.084 -0.5 -0.7 -1.2
H -4.185 -3.452 0.630 0.4 1.6 -0.7
H -6.217 -2.428 0.218 1.1 1.0 -1.0
H -5.570 -2.086 -1.484 0.5 0.3 1.6
H -5.406 0.038 0.953 -0.3 -0.7 -1.5
H -5.077 0.399 -0.829 -0.7 -1.2 1.0
H -7.500 -0.136 -1.476 0.5 0.3 1.6
H -7.886 -0.705 0.248 1.1 1.2 -1.0
H -8.235 1.512 0.986 1.5 0.2 -1.2
H -6.524 2.073 0.444 -1.4 -0.7 -0.6
H -9.204 2.818 -0.619 1.3 -0.5 -0.8
H -8.595 1.656 -1.932 0.6 0.9 1.5
H -9.370 4.190 -2.590 1.8 0.3 0.2
H -7.650 6.339 -3.715 0.8 -1.9 1.5
H -4.972 5.651 -2.704 -1.6 -1.2 0.6
H -5.270 3.206 -1.021 -1.5 0.9 -1.1
H 5.070 -1.581 -0.795 1.0 1.6 0.2
C 6.400 -6.413 -0.546 -0.2 -0.2 -0.1
Cl 5.892 -5.148 0.578 -0.3 -0.3 0.1
Cl 8.099 -6.223 -0.996 0.0 -0.1 0.0
H 6.266 -7.383 -0.071 0.1 0.2 0.0
H 5.788 -6.354 -1.445 0.1 0.1 0.1
C -1.717 -2.983 3.550 0.2 0.2 0.0
Cl -2.909 -1.695 3.763 0.0 -0.1 0.1
Cl -2.476 -4.461 2.947 0.0 -0.2 0.0
H -0.964 -2.654 2.835 -0.2 -0.1 0.0
H -1.246 -3.192 4.510 -0.1 0.0 -0.1
C 6.614 7.254 -4.286 0.0 -0.1 -0.3
Cl 7.337 7.778 -2.761 0.2 0.2 -0.1
Cl 5.012 6.556 -4.027 0.0 0.0 -0.2
H 6.520 8.114 -4.948 0.0 -0.1 0.2
H 7.258 6.505 -4.743 -0.1 0.0 0.2
C 2.479 -3.663 2.806 0.1 0.1 -0.1
Cl 1.338 -4.955 3.209 0.0 -0.2 0.0
Cl 1.645 -2.117 2.602 0.2 0.0 0.0
H 3.208 -3.569 3.614 -0.8 0.0 -0.5
H 2.987 -3.916 1.877 -0.2 0.0 0.1
C 4.653 -3.263 6.286 -0.2 0.2 0.1
Cl 5.029 -3.782 4.638 0.8 0.0 0.4
Cl 5.523 -4.236 7.477 -0.1 0.1 0.1
H 4.941 -2.220 6.403 0.1 -0.2 -0.1
H 3.582 -3.372 6.455 0.2 -0.1 -0.1
C 3.914 1.132 2.656 0.5 -0.1 0.6
Cl 4.877 0.420 1.347 -2.0 0.3 3.2
Cl 2.194 1.165 2.244 -0.1 0.2 0.0
H 4.049 0.537 3.560 -0.2 0.1 -0.1
H 4.254 2.153 2.833 -0.1 -0.1 -0.1
C -3.930 -4.322 6.287 0.0 0.1 -0.3
Cl -3.096 -3.956 7.803 0.1 0.1 0.0
Cl -5.242 -5.479 6.544 0.0 0.0 -0.1
H -4.345 -3.401 5.880 0.0 -0.1 0.1
H -3.215 -4.748 5.583 -0.1 0.0 0.2
C -2.717 2.367 4.336 0.2 0.2 0.1
Cl -1.269 1.377 4.126 0.1 0.2 0.1
Cl -4.146 1.558 3.681 -0.2 0.1 0.0
H -2.870 2.549 5.399 0.0 -0.2 -0.2
H -2.576 3.314 3.816 0.0 -0.2 0.0
C -3.163 -7.095 0.200 -0.1 0.0 0.2
Cl -3.967 -6.602 -1.295 -0.1 0.0 0.1
Cl -1.523 -7.674 -0.116 0.0 0.0 0.1
H -3.112 -6.240 0.872 0.1 0.0 -0.2
H -3.738 -7.896 0.663 0.1 0.1 -0.2
C -8.652 7.483 -6.575 0.1 0.0 -0.2
Cl -7.922 7.986 -5.046 -0.1 0.7 -0.5
Cl -10.258 6.790 -6.320 0.0 0.0 -0.1
H -8.741 8.351 -7.227 -0.1 -0.1 0.2
H -8.014 6.734 -7.042 -0.1 0.0 0.2
C -4.842 -1.263 10.263 -0.1 -0.2 -0.2
Cl -3.954 -0.019 9.377 0.0 -0.1 -0.1
Cl -4.705 -1.026 12.010 -0.1 -0.1 0.0
H -5.893 -1.216 9.981 0.2 0.1 0.1
H -4.434 -2.240 10.006 0.0 0.2 0.1



Record 3
60
Properties=species:S:1:pos:R:3:forces:R:3 method="wB97M-V/def2-TZVPD" charge=-1 spin_multiplicity=2 e_homo_ev="-4.6 / -4.6" orbital_gap_ev="6.775 / 6.586"
Cu -9.043 1.134 11.877 0.5 0.3 0.0
C -7.021 2.599 8.355 -0.5 -0.2 0.2
Si -8.718 3.311 8.897 0.6 1.4 -0.4
C -9.349 4.237 7.295 1.1 -0.4 -0.4
C -8.414 4.946 9.908 0.8 -1.3 0.4
C -9.724 2.097 9.845 0.0 -0.6 0.3
C -10.815 2.597 10.690 -0.5 0.2 1.1
C -11.862 3.461 10.336 -0.2 -0.4 -1.1
C -12.832 3.823 11.235 0.4 0.2 1.8
C -12.684 3.500 12.602 0.0 0.1 -0.9
C -11.596 2.697 12.919 -1.2 0.4 0.7
N -10.780 2.200 12.020 1.2 0.1 -1.8
Si -10.150 0.536 8.918 -0.8 -0.6 1.4
C -10.839 -0.740 10.201 0.2 -1.1 -1.4
C -8.764 -0.329 8.036 0.2 0.0 0.3
C -11.603 0.672 7.724 -0.9 -0.1 -0.6
H -6.445 3.376 7.835 0.0 -0.1 0.3
H -7.040 1.714 7.687 -0.2 0.5 0.4
H -6.531 2.299 9.293 0.2 0.1 -0.3
H -8.664 5.137 7.262 -0.7 -0.9 -0.2
H -10.370 4.603 7.246 -0.2 0.0 0.2
H -9.150 3.631 6.370 -0.2 0.5 0.7
H -7.788 5.628 9.328 0.0 -0.1 0.1
H -7.958 4.795 10.906 -0.1 0.0 -0.5
H -9.360 5.420 10.063 -0.8 0.4 0.1
H -12.008 3.762 9.298 0.4 -0.1 0.1
H -13.633 4.467 10.942 -0.5 0.2 -0.3
H -13.344 3.898 13.385 0.3 -0.3 -0.5
H -11.433 2.494 13.971 0.3 -0.5 -0.1
H -11.284 -1.655 9.694 0.1 1.2 0.3
H -11.578 -0.305 10.850 -0.4 0.1 0.4
H -10.056 -1.217 10.791 0.2 0.4 0.3
H -7.848 -0.418 8.668 -0.6 0.1 -0.7
H -8.626 0.153 7.079 0.6 0.3 -0.3
H -9.149 -1.311 7.763 0.1 -0.3 0.3
H -12.500 1.209 8.115 0.7 -0.2 -0.1
H -11.936 -0.376 7.609 0.0 0.3 -0.1
H -11.434 1.047 6.696 0.2 0.0 0.5
C -11.369 6.699 12.444 0.9 0.1 0.6
C -11.112 6.081 13.792 0.2 0.7 -0.9
C -12.035 6.239 14.797 0.2 -0.2 -0.4
C -11.828 5.525 15.941 -0.9 -0.7 1.6
C -10.759 4.664 16.021 0.8 -0.1 -0.1
Br -10.614 3.574 17.578 0.1 0.0 -0.2
N -9.819 4.553 15.086 -0.3 -0.5 1.9
C -9.980 5.296 14.030 -0.1 0.0 -1.9
H -10.830 7.631 12.307 -0.2 0.5 0.2
H -12.420 6.796 12.272 -0.6 0.3 -0.1
H -10.968 6.075 11.687 0.3 -0.8 -0.8
H -12.931 6.819 14.646 -0.1 0.2 0.0
H -12.534 5.517 16.774 0.2 0.2 -0.3
H -9.240 5.112 13.227 -0.4 0.4 0.4
S -8.880 0.449 14.086 0.7 -0.3 -0.4
C -7.280 -0.318 14.045 -0.5 0.8 -0.9
C -6.689 -0.639 15.287 -0.6 -0.3 -0.2
N -6.262 -0.875 16.322 0.5 -0.2 0.9
C -6.521 -0.413 12.913 0.1 -0.1 0.1
S -6.934 0.428 11.428 -0.2 -0.5 0.1
C -5.290 -1.191 12.962 1.6 -0.5 0.0
N -4.281 -1.788 13.008 -2.2 1.2 -0.2



no.,energy (eV)
1,-151079.4807
2,-329899.9220
3,-181340.1690